Entry 1:
An isolated molecule of C20H18Cl2N4O3S. Source: OMol25; level of theory: wB97M-V/def2-TZVPD.

Element x y z (Å)
N: 0.804 3.837 -1.588
O: 1.220 0.130 -2.416
O: -1.438 -2.462 4.287
O: 0.498 -3.790 3.649
Cl: 4.427 -2.813 6.223
Cl: -0.452 2.368 5.126
C: 0.173 2.883 -1.772
N: -2.183 1.714 -3.843
C: 0.331 0.473 -1.655
C: -0.924 1.621 -3.466
C: -2.917 1.512 -7.536
C: -1.584 1.382 -7.960
C: -3.242 1.658 -6.154
C: 1.232 -1.077 0.057
C: -1.034 -0.371 0.326
C: -0.529 1.391 -7.012
C: 1.176 -1.774 1.285
C: -1.143 -1.058 1.541
C: -2.178 1.648 -5.225
C: 0.181 -0.280 -0.385
C: -0.850 1.532 -5.649
C: -0.021 -1.727 2.035
N: -0.073 1.574 -4.531
N: 0.946 -1.426 4.576
C: -0.560 1.644 -2.000
C: 2.641 -2.489 6.049
C: 0.412 0.931 4.372
C: 2.390 -1.689 4.761
C: 0.338 -0.307 5.274
S: -0.107 -2.464 3.675
H: -3.725 1.511 -8.261
H: -1.341 1.287 -8.989
H: -4.288 1.794 -5.826
H: 2.115 -1.153 -0.565
H: -1.891 0.145 -0.058
H: 0.529 1.332 -7.262
H: 2.048 -2.304 1.677
H: -2.076 -1.101 2.066
H: 0.948 1.502 -4.435
H: -1.442 1.691 -1.379
H: 2.137 -3.449 5.950
H: 2.245 -2.011 6.939
H: 1.440 1.132 4.136
H: -0.112 0.722 3.439
H: 2.969 -0.764 4.829
H: 2.796 -2.278 3.947
H: -0.730 -0.490 5.525
H: 0.844 -0.136 6.223

Values from the calculation:
- 2S+1 = 1
- LUMO level (eV) = -1.38
- SMILES string = N#C[C@H](C(=O)c1ccc(S(=O)(=O)N(CCCl)CCCl)cc1)c1nc2ccccc2[nH]1
- energy relative to the best compared isomer or geometry (same formula, charge and spin) (kJ/mol) = 140.2
- frontier orbital gap (eV) = 7.471

=====

Entry 2:
C20H18Cl3NdO3 as an isolated structure. Source: OMol25; level of theory: wB97M-V/def2-TZVPD.

Element x y z (Å)
C: 2.568 -1.731 1.678
C: 2.668 -0.333 1.919
C: 1.407 0.120 2.395
H: 3.588 0.258 1.887
C: 0.506 -0.997 2.426
C: 1.222 -2.137 1.943
H: 0.935 -3.178 1.948
H: 3.394 -2.409 1.525
H: 1.208 1.177 2.638
H: -0.543 -0.982 2.772
C: 1.875 -0.244 -2.561
C: 2.894 -0.972 -1.909
C: 2.373 -2.236 -1.559
H: 3.949 -0.685 -1.889
C: 1.032 -2.317 -2.012
C: 0.718 -1.075 -2.646
H: -0.248 -0.814 -3.144
H: 2.021 0.789 -2.931
H: 2.979 -3.061 -1.200
H: 0.414 -3.231 -2.021
Nd: 0.841 -0.413 -0.105
O: -2.002 0.927 0.031
C: -2.134 2.199 0.671
C: -3.339 1.314 0.799
H: -1.482 2.317 1.557
H: -2.266 3.070 0.016
H: -3.412 0.804 1.770
H: -5.834 1.468 1.829
C: -5.828 1.646 0.762
C: -4.596 1.577 0.065
C: -4.621 1.887 -1.300
H: -3.689 1.883 -1.865
C: -5.815 2.189 -1.941
H: -5.802 2.388 -3.005
C: -7.021 2.232 -1.246
H: -7.943 2.469 -1.764
C: -7.014 1.966 0.117
H: -7.943 2.010 0.668
Cl: 8.432 -1.360 0.451
C: 6.811 -1.116 1.005
Cl: 6.303 -2.406 2.147
Cl: 6.591 0.450 1.788
C: 5.831 -1.152 -0.343
O: 6.305 -1.473 -1.436
O: 4.668 -0.818 0.068

Values from the calculation:
- 2S+1 = 4
- LUMO level (alpha / beta) (eV) = -1.09 / -1.00
- energy relative to the best compared isomer or geometry (same formula, charge and spin) (kJ/mol) = 0.0
- frontier orbital gap (alpha / beta) (eV) = 6.659 / 6.749

=====

Entry 3:
An isolated molecule of C20H18F3N3O4S. Source: OMol25; level of theory: wB97M-V/def2-TZVPD.

Element x y z (Å)
O: -1.188 3.588 -1.554
O: 3.384 2.210 -1.770
O: 4.974 0.544 -2.750
F: 5.589 -1.772 5.484
F: 6.467 -0.252 3.919
F: 7.131 -2.230 3.931
N: -3.968 2.483 -0.585
O: 4.926 -1.971 3.427
C: -1.604 2.431 -1.312
C: -2.809 1.905 -0.746
C: 5.574 -1.579 1.099
C: 3.713 -0.372 2.186
C: -0.697 -0.999 -0.871
C: 0.591 -1.186 -1.340
C: 0.536 1.136 -1.960
C: 5.254 -0.982 -0.043
C: 3.425 0.273 0.998
C: 4.758 -1.307 2.248
C: -0.785 1.229 -1.507
C: -1.457 0.150 -0.983
C: 1.221 -0.073 -1.918
C: 4.264 0.053 -0.106
N: -2.669 0.562 -0.561
N: 2.582 -0.147 -2.342
C: 6.004 -1.533 4.192
C: -5.538 0.082 -1.699
C: -6.123 -0.262 0.747
C: -5.128 1.831 0.047
C: -3.717 -0.314 0.008
C: -5.169 0.332 -0.242
S: 3.894 0.834 -1.795
H: 6.416 -2.346 1.109
H: 3.084 -0.387 3.053
H: -1.276 -1.933 -0.620
H: 1.043 -2.190 -1.193
H: 1.047 2.047 -2.358
H: 5.804 -1.066 -0.962
H: 2.543 0.925 0.997
H: 2.882 -1.103 -2.554
H: -6.606 0.396 -1.886
H: -5.016 0.703 -2.356
H: -5.460 -0.993 -1.941
H: -7.216 -0.048 0.398
H: -6.097 -1.330 0.698
H: -6.040 0.143 1.765
H: -5.159 2.003 1.145
H: -6.075 2.170 -0.322
H: -3.727 -1.381 -0.307
H: -3.581 -0.274 1.131

Values from the calculation:
- 2S+1 = 1
- LUMO level (eV) = -1.03
- SMILES string = CC1(C)CN=C2C(=O)c3cc(NS(=O)(=O)c4ccc(OC(F)(F)F)cc4)ccc3N2C1
- energy relative to the best compared isomer or geometry (same formula, charge and spin) (kJ/mol) = 366.7
- frontier orbital gap (eV) = 7.192

=====

Entry 4:
An isolated molecule of C20H18FN3O3. Source: OMol25; level of theory: wB97M-V/def2-TZVPD.

Element x y z (Å)
O: 1.590 0.449 3.132
C: 0.991 -0.202 2.297
N: -0.077 0.248 1.617
H: -0.430 -0.287 0.836
C: -0.573 1.594 1.776
H: 0.159 2.158 2.358
H: -0.693 2.059 0.795
C: -1.921 1.615 2.520
C: -3.022 0.848 1.758
H: -3.279 -0.087 2.250
H: -2.690 0.631 0.744
C: -4.190 1.836 1.728
H: -4.809 1.738 0.840
C: -3.450 3.171 1.788
H: -4.046 3.992 2.189
H: -3.079 3.450 0.790
O: -2.374 2.952 2.674
H: -4.814 1.721 2.615
H: -1.767 1.211 3.528
C: 1.378 -1.637 2.048
C: 1.580 -2.399 3.196
C: 2.023 -3.706 3.128
C: 2.312 -4.271 1.896
C: 2.145 -3.527 0.747
C: 1.663 -2.216 0.806
C: 1.527 -1.525 -0.465
N: 0.621 -0.672 -0.849
C: 0.959 -0.406 -2.142
N: 2.018 -1.074 -2.529
O: 2.391 -1.805 -1.454
C: 0.242 0.511 -3.007
C: 0.768 0.831 -4.260
C: 0.111 1.708 -5.099
C: -1.087 2.286 -4.705
C: -1.630 1.980 -3.470
C: -0.965 1.100 -2.637
F: -1.525 0.814 -1.446
H: -2.562 2.413 -3.141
H: -1.600 2.974 -5.358
H: 0.532 1.945 -6.063
H: 1.701 0.373 -4.548
H: 2.380 -3.954 -0.217
H: 2.675 -5.286 1.832
H: 2.159 -4.277 4.034
H: 1.392 -1.933 4.151

Values from the calculation:
- 2S+1 = 1
- LUMO level (eV) = -0.02
- SMILES string = O=C(NC[C@@H]1CCCO1)c1ccccc1-c1nc(-c2ccccc2F)no1
- energy relative to the best compared isomer or geometry (same formula, charge and spin) (kJ/mol) = 0.0
- frontier orbital gap (eV) = 9.095

=====

Entry 5:
C20H18KN3O3S as an isolated structure. Source: OMol25; level of theory: wB97M-V/def2-TZVPD.

Element x y z (Å)
K: 0.214 -0.631 -2.577
O: 1.201 5.878 0.658
C: 0.073 5.386 0.497
O: -1.068 5.870 0.569
C: 0.091 3.872 0.142
C: -1.085 3.170 -0.056
C: -1.030 1.819 -0.371
N: 0.125 1.159 -0.508
C: 1.260 1.828 -0.286
C: 1.283 3.179 0.033
C: 2.521 1.036 -0.350
C: 3.617 1.385 0.441
C: 4.761 0.612 0.387
C: 4.791 -0.493 -0.449
C: 3.664 -0.768 -1.197
N: 2.553 -0.030 -1.159
C: -2.278 1.020 -0.525
C: -3.416 1.354 0.209
C: -4.555 0.582 0.082
C: -4.534 -0.511 -0.772
C: -3.363 -0.770 -1.461
N: -2.259 -0.032 -1.352
H: -2.016 3.714 0.029
H: 2.201 3.730 0.187
H: 3.562 2.239 1.100
H: 5.618 0.867 0.997
H: 5.665 -1.125 -0.520
H: 3.646 -1.623 -1.866
H: -3.395 2.199 0.882
H: -5.443 0.829 0.649
H: -5.398 -1.146 -0.905
H: -3.308 -1.614 -2.142
O: 0.374 -2.993 -1.677
S: 1.050 -3.303 -0.365
C: -0.105 -4.435 0.440
C: -1.290 -3.558 0.820
C: -0.682 -2.352 1.533
C: 0.594 -1.954 0.774
H: 0.391 -4.862 1.315
H: -0.316 -5.224 -0.279
H: -2.000 -4.092 1.452
H: -1.811 -3.247 -0.087
H: -0.428 -2.625 2.558
H: -1.377 -1.513 1.579
H: 1.444 -1.756 1.427
H: 0.458 -1.074 0.143

Values from the calculation:
- 2S+1 = 1
- LUMO level (eV) = -0.36
- energy relative to the best compared isomer or geometry (same formula, charge and spin) (kJ/mol) = 0.0
- frontier orbital gap (eV) = 7.131

=====

Entry 6:
An isolated molecule of C20H18N2O4. Source: OMol25; level of theory: wB97M-V/def2-TZVPD.

Element x y z (Å)
C: 2.089 1.517 0.542
H: 2.792 2.291 0.238
O: 2.623 0.977 1.731
C: 1.962 0.036 2.433
C: 2.648 -0.390 3.580
C: 2.111 -1.313 4.445
C: 0.852 -1.842 4.195
C: 0.162 -1.427 3.077
C: 0.693 -0.497 2.176
C: -0.172 -0.231 0.983
O: 0.105 -0.548 -0.155
N: -1.381 0.296 1.344
C: -2.501 0.408 0.511
C: -3.755 0.104 1.034
C: -4.879 0.145 0.233
C: -4.762 0.476 -1.108
C: -3.522 0.797 -1.629
C: -2.384 0.781 -0.829
C: -1.097 1.313 -1.380
O: -0.515 2.247 -0.860
N: -0.751 0.780 -2.575
H: -1.147 -0.115 -2.819
C: 0.506 1.101 -3.215
C: 1.505 0.000 -3.051
C: 2.809 0.003 -2.654
C: 3.232 -1.350 -2.678
C: 2.155 -2.069 -3.086
O: 1.107 -1.262 -3.322
H: 2.009 -3.119 -3.241
H: 4.201 -1.725 -2.421
H: 3.395 0.857 -2.384
H: 0.887 2.013 -2.752
H: 0.316 1.284 -4.281
H: -3.430 1.094 -2.663
H: -5.636 0.499 -1.739
H: -5.846 -0.088 0.653
H: -3.841 -0.167 2.077
H: -1.556 0.401 2.334
H: -0.810 -1.853 2.865
H: 0.418 -2.570 4.862
H: 2.669 -1.623 5.316
H: 3.621 0.041 3.757
H: 1.106 1.969 0.698
H: 2.010 0.762 -0.243

Values from the calculation:
- 2S+1 = 1
- LUMO level (eV) = 0.73
- SMILES string = COc1ccccc1C(=O)Nc1ccccc1C(=O)NCc1ccco1
- energy relative to the best compared isomer or geometry (same formula, charge and spin) (kJ/mol) = 146.0
- frontier orbital gap (eV) = 9.157

=====

Entry 7:
C20H18N3PdS as an isolated structure. Source: OMol25; level of theory: wB97M-V/def2-TZVPD.

Element x y z (Å)
Pd: 0.000 -0.459 -1.422
C: 4.335 -0.693 -1.729
C: 2.977 -0.722 -2.067
N: 2.027 -0.777 -1.160
C: 2.339 -0.816 0.176
C: 3.679 -0.762 0.592
C: 4.676 -0.695 -0.407
C: 3.988 -0.780 1.968
C: 2.965 -0.855 2.859
C: 1.616 -0.937 2.434
C: 1.269 -0.922 1.103
N: 0.000 -1.024 0.545
C: -1.268 -0.922 1.103
C: -1.616 -0.937 2.434
C: -2.965 -0.855 2.859
C: -3.988 -0.780 1.968
C: -3.679 -0.762 0.591
C: -4.676 -0.695 -0.407
C: -4.335 -0.692 -1.729
C: -2.977 -0.721 -2.067
N: -2.027 -0.777 -1.160
C: -2.338 -0.816 0.175
H: 5.080 -0.655 -2.512
H: 2.658 -0.702 -3.101
H: 5.717 -0.651 -0.103
H: 5.023 -0.753 2.288
H: 3.172 -0.870 3.922
H: 0.866 -1.034 3.197
H: -0.866 -1.034 3.197
H: -3.173 -0.870 3.922
H: -5.023 -0.753 2.288
H: -5.717 -0.651 -0.104
H: -5.081 -0.655 -2.512
H: -2.659 -0.702 -3.101
C: 1.391 2.957 -1.552
S: 0.001 2.035 -0.873
C: -1.391 2.957 -1.548
H: 1.207 3.197 -2.597
H: 2.275 2.327 -1.466
H: 1.539 3.868 -0.977
H: -1.538 3.867 -0.973
H: -2.275 2.326 -1.460
H: -1.210 3.196 -2.594

Values from the calculation:
- 2S+1 = 1
- LUMO level (alpha / beta) (eV) = -4.17 / -4.19
- total charge = +1
- frontier orbital gap (alpha / beta) (eV) = 5.886 / 5.913

=====

Entry 8:
C20H19BCsN9O4 as an isolated structure. Source: OMol25; level of theory: wB97M-V/def2-TZVPD.

Element x y z (Å)
Cs: -0.882 0.357 0.199
C: 0.148 0.767 5.483
C: -0.349 0.213 4.284
N: 0.223 0.767 3.221
N: 1.087 1.681 3.704
C: 1.065 1.703 5.054
B: 1.963 2.567 2.779
N: 2.883 1.694 1.890
C: 4.235 1.702 1.881
C: 4.661 0.778 0.952
C: 3.461 0.245 0.435
N: 2.398 0.801 1.004
N: 1.082 3.505 1.918
C: 1.062 4.856 1.945
C: 0.139 5.288 1.014
C: -0.359 4.092 0.456
N: 0.212 3.030 1.008
H: -0.123 0.525 6.499
H: -1.094 -0.559 4.148
H: 1.698 2.381 5.607
H: 2.668 3.258 3.486
H: 4.789 2.362 2.532
H: 5.677 0.529 0.687
H: 3.323 -0.515 -0.322
H: 1.701 5.406 2.619
H: -0.129 6.305 0.773
H: -1.102 3.963 -0.320
O: -3.967 -0.051 -6.795
C: -2.731 0.067 -6.673
O: -1.831 -0.026 -7.542
C: -2.220 0.084 -5.213
C: -0.854 0.120 -4.947
C: -0.425 0.108 -3.634
N: -1.249 0.046 -2.579
C: -2.567 0.023 -2.826
C: -3.078 0.056 -4.125
C: -3.531 -0.074 -1.622
O: -4.715 0.217 -1.843
O: -3.012 -0.449 -0.527
H: -0.162 0.150 -5.778
H: 0.637 0.141 -3.401
H: -4.149 0.046 -4.267
C: -0.998 -6.022 -1.216
N: -0.614 -4.960 -0.305
C: -0.268 -5.090 1.023
C: 0.008 -3.825 1.459
N: -0.162 -2.927 0.432
C: -0.528 -3.638 -0.603
H: -0.930 -6.973 -0.695
H: -0.337 -6.050 -2.080
H: -2.022 -5.885 -1.562
H: -0.264 -6.048 1.517
H: 0.309 -3.501 2.444
H: -0.780 -3.239 -1.579

Values from the calculation:
- 2S+1 = 1
- LUMO level (eV) = 3.69
- energy relative to the best compared isomer or geometry (same formula, charge and spin) (kJ/mol) = 88.3
- total charge = -2
- frontier orbital gap (eV) = 6.500

=====

Entry 9:
C20H19BCsN9O4 as an isolated structure. Source: OMol25; level of theory: wB97M-V/def2-TZVPD.

Element x y z (Å)
Cs: 0.030 1.802 0.125
C: 1.946 -1.791 3.675
C: 1.324 -0.580 3.326
N: 1.700 -0.175 2.121
N: 2.563 -1.099 1.668
C: 2.734 -2.077 2.581
B: 3.375 -0.989 0.352
N: 2.569 -1.341 -0.925
C: 2.863 -2.374 -1.741
C: 2.039 -2.301 -2.845
C: 1.253 -1.162 -2.596
N: 1.586 -0.590 -1.448
N: 4.046 0.393 0.220
C: 5.379 0.602 0.222
C: 5.603 1.953 0.079
C: 4.309 2.497 -0.006
N: 3.383 1.554 0.080
H: 1.841 -2.363 4.582
H: 0.615 0.004 3.893
H: 3.406 -2.898 2.397
H: 4.256 -1.814 0.426
H: 3.644 -3.073 -1.492
H: 2.028 -2.951 -3.704
H: 0.478 -0.728 -3.209
H: 6.070 -0.218 0.324
H: 6.550 2.466 0.042
H: 4.018 3.529 -0.124
O: -7.198 5.161 -0.055
C: -7.041 3.931 0.071
O: -7.906 3.033 0.189
C: -5.573 3.436 0.083
C: -5.294 2.081 0.234
C: -3.977 1.658 0.232
N: -2.932 2.476 0.087
C: -3.189 3.784 -0.053
C: -4.488 4.291 -0.057
C: -1.978 4.728 -0.216
O: -2.215 5.937 -0.333
O: -0.848 4.155 -0.215
H: -6.119 1.390 0.348
H: -3.731 0.604 0.351
H: -4.631 5.355 -0.175
C: -1.199 -4.169 -2.064
N: -1.141 -3.299 -0.915
C: -0.382 -3.478 0.217
C: -0.599 -2.377 0.991
N: -1.446 -1.509 0.348
C: -1.732 -2.084 -0.789
H: -1.084 -5.204 -1.743
H: -0.408 -3.928 -2.774
H: -2.168 -4.066 -2.550
H: 0.227 -4.354 0.363
H: -0.176 -2.146 1.953
H: -2.379 -1.680 -1.553

Values from the calculation:
- 2S+1 = 1
- LUMO level (eV) = 3.51
- energy relative to the best compared isomer or geometry (same formula, charge and spin) (kJ/mol) = 16.5
- total charge = -2
- frontier orbital gap (eV) = 6.122

=====

Entry 10:
C20H19BrIrN2O7 as an isolated structure. Source: OMol25; level of theory: wB97M-V/def2-TZVPD.

Element x y z (Å)
Ir: 0.900 -1.232 -0.996
O: 5.149 -2.116 -1.015
C: 3.945 -1.671 -0.769
O: 2.973 -1.947 -1.462
C: 3.870 -0.803 0.457
O: 2.640 -0.122 0.406
C: 2.090 0.323 1.656
C: 0.681 -0.206 1.844
O: -0.069 0.323 2.628
O: 0.379 -1.250 1.104
H: 5.139 -2.714 -1.782
H: 4.724 -0.124 0.477
H: 3.934 -1.466 1.327
H: 2.087 1.411 1.681
H: 2.694 -0.035 2.492
O: -1.059 -3.141 1.937
C: -1.965 -3.815 1.305
C: -2.561 -4.856 2.089
C: -3.562 -5.628 1.575
C: -4.005 -5.395 0.267
C: -3.415 -4.387 -0.524
C: -2.409 -3.591 -0.051
C: -1.761 -2.606 -1.001
O: -0.435 -2.794 -1.146
N: -2.071 -1.194 -0.526
N: -1.205 -0.302 -0.821
C: -1.356 0.970 -0.484
C: -0.434 1.927 -0.913
Br: 0.991 1.338 -2.016
C: -0.587 3.240 -0.486
C: 0.101 4.443 -0.757
C: 0.987 4.657 -1.843
C: 1.584 5.883 -2.004
C: 1.334 6.911 -1.090
C: 0.455 6.729 -0.025
C: -0.174 5.517 0.127
H: -0.591 -2.348 1.515
H: -2.187 -4.988 3.096
H: -4.012 -6.410 2.170
H: -4.800 -5.999 -0.152
H: -3.758 -4.257 -1.544
H: -2.288 -2.676 -1.964
H: -2.972 -0.940 -0.126
H: -2.187 1.285 0.144
H: -1.393 3.338 0.240
H: 1.160 3.883 -2.575
H: 2.240 6.059 -2.845
H: 1.819 7.870 -1.223
H: 0.258 7.539 0.664
H: -0.876 5.367 0.938

Values from the calculation:
- 2S+1 = 6
- LUMO level (alpha / beta) (eV) = -6.76 / -8.71
- energy relative to the best compared isomer or geometry (same formula, charge and spin) (kJ/mol) = 43.0
- total charge = +2
- frontier orbital gap (alpha / beta) (eV) = 6.912 / 5.454

=====

> What is the 2S+1 in the seventh record?

1